No. 1
A structure of composition C16H31Cl12N in a non-equilibrium geometry. Source: OMol25; level of theory: ωB97M-V with the def2-TZVPD basis set.

```
60
C16H31Cl12N | OMol25 | ωB97M-V with the def2-TZVPD basis set
C 1.19 1.84 1.20
C 2.03 2.61 2.20
C 3.30 1.96 2.61
C 3.26 0.80 3.47
N 3.28 -0.11 4.18
H 0.79 1.02 1.79
H 1.84 1.39 0.45
H 0.33 2.37 0.78
H 1.63 2.74 3.20
H 2.05 3.57 1.70
H 3.97 2.66 3.11
H 3.97 1.91 1.75
Cl -1.72 -2.69 -0.65
C -1.89 -3.03 0.98
C -3.37 -3.38 1.32
Cl -3.92 -4.78 0.38
H -1.52 -2.24 1.64
H -1.22 -3.83 1.28
H -3.96 -2.49 1.09
H -3.43 -3.55 2.40
Cl 1.79 -0.31 -0.72
C 0.28 0.10 0.16
C -0.80 -1.02 0.07
Cl -2.16 -0.37 1.02
H -0.06 0.96 -0.42
H 0.48 0.24 1.23
H -0.41 -1.88 0.61
H -1.01 -1.26 -0.97
Cl -2.38 1.14 -2.53
C -3.65 -0.10 -2.62
C -2.93 -1.33 -2.06
Cl -1.70 -2.00 -3.22
H -4.10 -0.27 -3.60
H -4.46 0.07 -1.91
H -3.54 -2.22 -1.91
H -2.40 -1.20 -1.12
Cl 4.16 1.04 -0.37
C 3.12 2.48 -0.42
C 1.73 2.31 -1.04
Cl 1.81 1.82 -2.75
H 3.70 3.10 -1.11
H 3.18 2.90 0.58
H 1.31 3.31 -1.16
H 1.02 1.66 -0.53
Cl -2.63 2.15 0.15
C -1.91 3.01 -1.28
C -0.41 3.19 -1.26
Cl 0.38 4.36 0.00
H -2.37 3.99 -1.40
H -2.35 2.46 -2.11
H -0.17 3.64 -2.22
H 0.17 2.28 -1.11
Cl 0.59 -5.55 0.93
C 1.53 -4.56 -0.23
C 0.95 -3.19 -0.28
Cl 1.12 -2.36 1.31
H 1.52 -5.02 -1.22
H 2.55 -4.56 0.14
H -0.11 -3.22 -0.52
H 1.51 -2.57 -0.98
```

frontier orbital gap	8.84	eV
E_HOMO	-8.511	eV
lowest unoccupied orbital energy	0.0120	Eh
energy above the lowest of the compared OMol25 structures with the same formula, charge and spin	26.350	eV
energy	-6204.37518	Ha

Here are the natural (NBO) charges for atoms 1 to 4, given in e:
1. C -0.68
2. C -0.43
3. C -0.55
4. C 0.29

No. 2
A structure of composition C16H31F3P2Ru in a non-equilibrium geometry. Source: OMol25; level of theory: ωB97M-V with the def2-TZVPD basis set.

```
53
C16H31F3P2Ru | OMol25 | ωB97M-V with the def2-TZVPD basis set
P -0.52 -0.80 -2.14
P -1.29 -1.18 1.68
C -1.33 -2.15 -1.06
C -2.17 -1.74 0.18
H -0.60 -2.94 -0.81
H -2.07 -2.65 -1.72
H -2.96 -1.00 -0.05
H -2.67 -2.65 0.59
C -0.37 -2.63 2.31
H 0.29 -2.36 3.16
H 0.22 -3.10 1.49
H -1.18 -3.32 2.64
C -2.59 -0.76 2.88
H -3.07 -1.69 3.18
H -3.29 -0.08 2.37
H -2.15 -0.26 3.75
C 0.06 -1.86 -3.46
H 0.60 -1.23 -4.17
H -0.81 -2.31 -3.95
H 0.70 -2.64 -3.05
C -2.05 -0.02 -2.76
H -2.75 0.31 -1.97
H -2.58 -0.76 -3.37
H -1.77 0.84 -3.38
Ru 1.99 1.83 0.36
C -0.34 0.31 1.89
C 1.13 0.06 1.35
C 1.42 -0.99 0.31
C 1.95 -0.43 -1.02
C 0.81 0.35 -1.81
C 0.27 1.56 -1.02
C -1.04 1.41 -0.25
C -0.88 1.60 1.25
C 2.79 3.16 -0.91
H -0.35 0.41 2.99
H 1.83 0.03 2.20
H 0.53 -1.57 0.08
H 2.13 -1.71 0.73
H 2.89 0.16 -0.81
H 2.26 -1.29 -1.64
H 1.35 0.81 -2.65
H 0.24 2.52 -1.56
H -1.46 0.40 -0.40
H -1.80 2.11 -0.65
H -0.11 2.34 1.49
H -1.82 1.92 1.67
H 2.55 4.19 -0.55
H 2.50 3.09 -1.99
H 3.90 3.02 -0.83
F 2.44 2.07 3.20
C 2.78 2.75 2.04
F 2.27 4.03 2.18
F 4.16 2.85 2.02
```

frontier orbital gap (alpha / beta)	8.26 / 7.07	eV
E_HOMO (alpha / beta)	-14.186 / -14.917	eV
lowest unoccupied orbital energy (alpha / beta)	-0.2177 / -0.2882	Eh
charge	+2
energy above the lowest of the compared OMol25 structures with the same formula, charge and spin	0.000	eV
energy	-1704.66039	Ha
spin multiplicity	5

Here are the natural (NBO) charges for atoms 1 to 4, given in e:
1. P 1.58
2. P 1.59
3. C -0.69
4. C -0.76